(1)
# C5H9NO2

The molecule C5H9NO2 (the ωB97M-V functional and the def2-TZVPD basis, OMol25).

XYZ file:
```
17
Properties=species:S:1:pos:R:3:mulliken_charge:R:1
O -3.02 0.00 0.25 -0.428
H -1.44 -0.42 -1.91 0.272
H -3.74 -0.36 0.78 0.334
H -0.74 0.93 0.53 0.318
O -2.60 -2.19 0.15 -0.568
C 1.17 0.13 -0.05 -0.652
C -2.28 -1.07 -0.12 0.471
H 3.30 0.16 1.46 0.227
H -0.24 1.29 -1.15 0.289
H -0.44 -1.58 -0.95 0.339
C -0.27 0.52 -0.38 -0.425
C -1.06 -0.69 -0.92 -0.498
H 3.64 1.95 1.21 0.268
N 1.98 1.28 0.27 -0.406
H 1.59 -0.42 -0.91 0.318
H 1.16 -0.65 0.73 0.401
C 2.99 1.11 0.99 -0.261
```

For the HOMO-LUMO gap, the calculation gives 10.76 eV. The charge is 0. Its SMILES is C=NCCCC(=O)O. The calculation puts the relative energy (zero: lowest compared OMol25 entry of this formula, charge and spin) at 0.958 eV. For the HOMO energy, the calculation gives -0.3662 Eh. Its total energy is -10915.6174 eV.



(2)
# C10H17N5O5S2

A cluster of 2 separate species, C10H17N5O5S2 in total in a non-equilibrium geometry (the ωB97M-V functional and the def2-TZVPD basis, OMol25).

XYZ file:
```
39
Properties=species:S:1:pos:R:3:mulliken_charge:R:1
O -2.08 2.81 -0.79 -0.421
H 0.94 0.57 -0.14 0.070
C -3.37 2.30 -0.52 -0.358
H -2.10 -0.09 -1.40 0.365
C 1.11 0.94 -1.18 -0.070
H 2.89 1.47 -2.36 0.368
N 2.07 -1.93 1.14 -0.341
H -3.89 1.90 -1.43 0.353
C -1.28 1.87 -1.49 0.950
H 0.54 2.73 -2.41 0.392
O 2.82 -0.66 2.80 -0.281
H -3.90 0.44 0.16 0.354
H 0.49 2.96 -0.62 0.252
H -0.86 -0.43 1.71 0.271
H 2.37 -1.02 -1.07 0.408
C 3.02 -1.08 1.51 0.454
N 1.19 -2.10 2.18 -0.074
H 0.80 0.17 -1.92 0.365
S 4.30 -0.59 0.33 -0.164
O -0.98 -3.80 2.39 -0.478
N -3.34 1.21 0.55 -0.357
S -1.81 1.67 -3.27 -0.179
H -4.05 3.09 -0.12 0.317
C 0.27 2.23 -1.44 -1.543
H -0.47 -3.38 1.68 0.376
C -1.99 0.72 0.48 0.034
N -1.48 0.52 -0.86 -0.258
N -1.25 0.51 1.55 -0.089
O -1.93 -5.82 2.13 -0.718
C 2.68 1.12 -1.32 -0.498
C 3.24 -0.34 -1.17 -0.828
H -1.05 1.31 2.16 0.279
C 1.70 -1.33 3.15 -0.262
H 3.85 -0.70 -2.04 0.444
O -0.75 -4.83 0.46 -0.765
C -1.26 -4.92 1.61 0.662
H -0.68 1.96 -4.01 0.199
H 1.19 -1.30 4.13 0.443
H 3.06 1.85 -0.57 0.331
```

For the HOMO-LUMO gap, the calculation gives 2.35 eV. The charge is 0. For the HOMO energy, the calculation gives -0.2232 Eh. Its total energy is -49997.2029 eV.